# 1
Density functional theory data (ωB97M-V with the def2-TZVPD basis set) for C33H27BF4O4 in the gas phase in a non-equilibrium geometry.

Structure (XYZ):
```
69
Properties=species:S:1:pos:R:3:forces:R:3:nbo_charge:R:1
F -3.2287 2.6119 -3.7782 0.3 -1.0 0.2 -0.33
C -2.9817 1.3756 -3.2270 0.0 0.9 0.6 0.43
C -3.7354 0.2977 -3.6552 0.0 -0.2 -0.1 -0.36
C -3.5388 -0.9051 -2.9896 -0.3 -0.4 0.4 0.41
F -4.3609 -1.9708 -3.2548 0.7 0.8 -0.2 -0.33
C -2.6121 -1.0452 -1.9666 -0.4 -0.1 -0.5 -0.25
C -1.9045 0.0742 -1.5500 0.4 -0.2 -0.3 0.05
C -0.9323 -0.1772 -0.4071 2.0 -2.6 -4.0 -0.36
C 0.5147 -0.1530 -0.9786 0.0 -0.1 -0.5 0.11
C 1.2897 -1.2750 -0.7619 -2.0 -0.2 -0.2 -0.34
C 2.4733 -1.5893 -1.5675 2.6 0.2 1.4 0.10
F 2.6138 -2.9833 -1.7498 -0.4 0.0 -0.7 -0.38
C 2.6269 -0.7977 -2.7892 -1.2 0.8 -0.8 -0.34
C 1.8762 0.3343 -2.9134 1.3 -0.6 -0.3 0.48
F 2.1060 1.1961 -3.9675 -0.2 -0.6 0.7 -0.36
C 0.9088 0.7415 -1.9769 -1.0 0.8 0.7 -0.45
C -2.0810 1.3161 -2.1610 -0.3 -0.3 -0.7 -0.30
H -4.4607 0.3969 -4.4545 0.1 0.0 0.1 0.25
H -2.4773 -2.0056 -1.4556 -0.2 0.4 -0.4 0.23
H -1.1022 -1.2351 -0.1547 0.1 0.3 -0.1 0.26
H 0.8023 -2.1195 -0.2922 0.3 0.2 0.1 0.25
H 3.2981 -1.1054 -3.5771 0.2 0.0 0.1 0.23
H 0.3885 1.6809 -2.1219 0.1 -0.2 -0.3 0.21
H -1.5336 2.2117 -1.8637 -0.4 -0.3 -0.1 0.23
C 0.7110 -0.6803 3.4904 0.3 -0.5 0.9 -0.69
C -0.0686 0.2032 2.6496 -1.5 -0.4 -1.1 0.52
C 0.0805 1.5683 2.3433 0.0 0.0 -0.6 -0.33
C -0.5199 1.7551 1.1280 -0.3 0.4 -0.2 -0.08
C -1.3104 0.5060 0.7719 -1.3 2.6 3.7 0.23
B 3.4228 -1.1809 -0.2620 -1.1 0.4 -1.5 0.54
C -2.7982 0.6689 0.7168 -1.6 0.2 1.5 0.26
C -3.8175 -0.2309 0.8915 0.9 0.0 0.0 -0.28
C -5.0148 0.4242 0.4826 0.3 1.1 0.0 -0.31
C -4.6676 1.7268 0.1944 1.1 -2.3 0.2 0.29
C -5.3772 2.8046 -0.4527 -1.0 1.1 -0.3 -0.67
O -3.3106 1.8736 0.3691 -0.2 0.0 -0.2 -0.42
C 3.7383 0.2636 0.0557 0.6 1.5 0.6 -0.03
C 3.7126 0.8969 1.2995 0.1 -0.1 -0.6 -0.24
C 3.3718 2.2651 1.0923 0.1 -0.2 -1.2 -0.35
C 3.2607 2.4152 -0.2870 0.8 -1.7 1.4 0.34
C 2.6565 3.4681 -1.0736 -0.4 1.2 -0.6 -0.67
O 3.5810 1.2484 -0.9291 -0.8 0.6 1.7 -0.41
C 3.4380 -2.1620 0.8783 -0.7 -1.7 1.7 -0.01
C 4.2485 -2.5930 1.9038 0.2 0.6 -0.8 -0.27
C 3.5506 -3.5691 2.6578 -1.0 -0.2 -0.1 -0.34
C 2.2941 -3.6595 2.0984 2.1 0.9 -0.3 0.30
C 1.1142 -4.3953 2.5071 -1.0 -0.9 0.6 -0.67
O 2.2170 -2.8452 1.0207 0.9 -0.6 1.0 -0.43
O -1.0790 -0.3609 1.9483 2.0 0.6 -0.2 -0.44
H 0.5666 -0.3597 4.5325 0.3 -0.3 0.0 0.25
H 0.4009 -1.7317 3.3632 0.1 0.6 0.1 0.26
H 1.7854 -0.5963 3.2350 -0.4 0.0 0.1 0.28
H 0.5900 2.3047 2.9551 0.4 -0.3 -0.4 0.25
H -0.4070 2.6294 0.4624 -0.4 -0.6 0.6 0.25
H -3.7099 -1.2563 1.2287 0.0 0.2 -0.2 0.24
H -5.9992 -0.0134 0.3738 0.2 0.1 0.1 0.23
H -6.1721 2.3265 -1.0462 0.2 0.5 0.0 0.24
H -5.8638 3.4681 0.2785 0.1 0.0 -0.3 0.23
H -4.7106 3.4095 -1.0925 -0.4 -0.4 0.2 0.24
H 3.9355 0.4340 2.2622 -0.3 0.0 -0.4 0.23
H 3.1640 3.0243 1.8460 0.2 -0.2 -0.3 0.22
H 3.0300 4.4441 -0.7446 -0.1 -0.1 -0.2 0.23
H 2.8078 3.3507 -2.1523 0.1 0.0 0.3 0.25
H 1.5691 3.4646 -0.8895 0.2 0.0 -0.2 0.22
H 5.2600 -2.2377 2.0676 -0.2 -0.1 0.0 0.23
H 3.9087 -4.1263 3.5162 -0.1 0.1 -0.2 0.22
H 1.3677 -5.4648 2.5514 -0.3 0.2 0.0 0.24
H 0.8441 -4.0954 3.5337 -0.2 -0.2 -0.3 0.22
H 0.2499 -4.2598 1.8378 0.4 0.0 0.2 0.23
```
Positions in Å, forces in eV/Å.

Output
electronic energy = -1998.7239 Eh
strongest force on any atom = 5.14 eV/A
E_HOMO = -5.3 eV
LUMO level = -1.94 eV

---

# 2
Density functional theory data (ωB97M-V with the def2-TZVPD basis set) for a molecular structure, C4H10O5 in a non-equilibrium geometry.

Structure (XYZ):
```
19
Properties=species:S:1:pos:R:3:forces:R:3:nbo_charge:R:1
C -0.1830 -1.3258 0.6402 -1.4 2.1 0.8 0.73
C 0.3899 0.8797 -0.3462 -0.3 3.0 1.0 0.61
C -0.5646 0.5295 0.6681 0.9 -6.5 -0.6 -0.41
C 0.0552 0.7996 -1.7933 -0.2 0.3 -1.7 -0.70
O -0.0479 -1.9825 -0.5761 0.2 0.5 0.0 -0.75
O 0.9762 -1.4198 1.3929 0.5 -0.4 0.3 -0.76
O -1.2761 -1.8846 1.3121 0.0 -0.6 0.0 -0.75
O 1.7133 0.7456 -0.1203 -0.6 0.5 -0.3 -0.66
O -0.1602 2.5416 0.4059 1.2 0.1 -1.4 -0.94
H -0.6866 -2.7026 -0.6460 -0.1 0.1 0.3 0.50
H 1.6775 -1.8998 0.9193 -0.6 0.1 0.0 0.50
H -1.1194 -1.8610 2.2639 0.1 0.0 -0.1 0.49
H 1.9125 0.9294 0.8086 -0.2 -0.2 0.0 0.50
H -0.6531 3.0725 -0.2325 0.2 0.0 -0.1 0.45
H -1.6032 0.5274 0.3743 0.0 0.4 0.1 0.24
H -0.3122 0.6982 1.7068 -0.1 0.3 -0.2 0.24
H -0.7161 1.4976 -2.1167 0.0 0.3 0.5 0.24
H -0.3063 -0.1385 -2.2125 0.0 -0.5 1.0 0.26
H 0.9039 0.9934 -2.4484 0.3 0.3 0.5 0.24
```
Positions in Å, forces in eV/Å.

Output
electronic energy = -534.5032 Eh
strongest force on any atom = 6.63 eV/A
E_HOMO = -8.1 eV
LUMO level = 0.53 eV